This record from the Open Molecules 2025 dataset describes C37H34BrN2O4PSTi as an isolated structure at a distorted geometry. The level of theory is ωB97M-V with the def2-TZVPD basis set.

The geometry in XYZ format:
```
81
Properties=species:S:1:pos:R:3:lowdin_spin:R:1
Ti -0.44476 -0.48555 0.57460 0.836
O 1.94347 -1.24557 -2.36664 0.000
C 1.17789 -1.17460 -3.51390 0.000
C 1.76614 -1.47559 -4.77077 0.000
C 1.17352 -1.00350 -5.94734 0.000
C -0.13125 -0.50926 -5.93772 0.000
C -0.80995 -0.41894 -4.73227 0.000
C -0.20763 -0.73905 -3.49381 0.000
C -0.88528 -0.41314 -2.14404 0.005
O 0.07836 -0.16109 -1.17228 0.032
N -1.56713 -1.61542 -1.63520 0.002
N -1.74061 -1.72033 -0.22744 0.001
C -2.31925 -2.76172 0.38340 0.014
C -2.52111 -2.82697 1.75729 0.010
Br -1.38830 -1.70947 2.88509 0.018
C -3.51517 -3.58642 2.41061 0.010
C -4.75882 -4.01428 1.82899 0.001
C -5.48797 -5.17765 2.28118 0.003
C -6.50952 -5.73596 1.49673 0.000
C -6.92156 -5.09070 0.31199 0.003
C -6.33818 -3.87623 -0.05523 0.000
C -5.24378 -3.36495 0.64618 0.003
H 1.33068 -0.84412 -1.65666 0.000
H 2.73604 -1.94577 -4.83734 0.000
H 1.71129 -1.03832 -6.88710 0.000
H -0.60030 -0.19081 -6.83618 0.000
H -1.82150 -0.04158 -4.71411 0.000
H -1.55353 0.48829 -2.27012 0.000
H -2.39504 -1.84261 -2.21301 0.000
H -2.69069 -3.56914 -0.25118 0.000
H -3.23722 -3.92681 3.40497 0.000
H -5.24162 -5.62681 3.22941 0.000
H -7.03490 -6.59003 1.85545 0.000
H -7.64816 -5.55017 -0.32697 0.000
H -6.66849 -3.38081 -0.93834 0.000
H -4.72740 -2.47661 0.28812 0.000
O -2.58452 0.60103 0.97615 0.017
C -1.45452 1.14003 1.01745 0.017
C -1.25529 2.54523 1.19438 -0.001
C -2.34358 3.36713 1.44721 0.003
C -2.18048 4.75688 1.45218 -0.001
C -0.91932 5.32961 1.17534 0.005
C 0.17749 4.48981 1.01878 -0.001
C 0.01489 3.10592 1.01784 0.005
P 1.40681 2.03255 0.73057 0.000
C 2.03691 2.40281 -0.92521 0.000
C 3.22687 1.77278 -1.32998 0.000
C 3.65955 1.82505 -2.66825 0.000
C 2.92080 2.57390 -3.63474 0.000
C 1.78114 3.25354 -3.19448 0.000
C 1.34689 3.19130 -1.87431 0.000
C 2.64905 2.54068 1.95703 0.000
C 3.85179 3.17979 1.61757 0.000
C 4.80161 3.39326 2.63442 0.000
C 4.52932 3.07741 3.97415 0.000
C 3.27689 2.52990 4.29461 0.000
C 2.35195 2.25571 3.30262 0.001
H -3.28493 2.87963 1.63695 0.000
H -3.00669 5.40364 1.71060 0.000
H -0.78148 6.38904 1.16809 0.000
H 1.16864 4.85268 0.78351 0.000
H 3.75974 1.16539 -0.61131 0.000
H 4.56085 1.28951 -2.96767 0.000
H 3.28057 2.63601 -4.63141 0.000
H 1.18597 3.84893 -3.87262 0.000
H 0.49726 3.78541 -1.54808 0.000
H 4.04455 3.52523 0.61822 0.000
H 5.75591 3.82709 2.31562 0.000
H 5.27537 3.17017 4.74087 0.000
H 3.01278 2.30955 5.32708 0.000
H 1.36881 1.87377 3.53817 0.001
C 3.78823 -2.02191 1.19583 0.000
S 2.46223 -1.09294 1.94061 0.003
C 2.18596 -2.23564 3.30297 0.000
O 1.27380 -1.35765 0.97870 0.017
H 3.44276 -2.97302 0.75797 0.000
H 4.60567 -2.16558 1.95026 0.000
H 4.24975 -1.43600 0.38409 0.000
H 3.15182 -2.45192 3.78168 0.000
H 1.75738 -3.14757 2.88300 0.000
H 1.44259 -1.79638 4.00722 0.000
```

Gap between HOMO and LUMO (spin up / spin down), eV: 5.78 / 6.01
<S²>: 0.755
Net charge: +1
Spin multiplicity: 2